DFT (ωB97M-V/def2-TZVPD) results for a cluster of 5 separate species, C43H85N3O14 in total.

Calculated values
SMILES: CCCCOc1ccc(CCC)c2nc(CNC)c(CCO)nc12.COCCOCCOC.COCCOCCOC.COCCOCCOC.COCCOCCOC
Highest occupied orbital energy: -8.526 eV
Total charge: 0
Largest force on an atom: 0.91 eV/A
Energy: -79097.2948 eV

Atoms and positions in Å:
C (4.241591, -4.934464, -2.332657)
H (-5.676471, -3.755178, -1.909851)
H (-3.123557, -4.108740, -2.947663)
H (-7.760363, 7.707404, 1.956171)
H (5.928570, -5.168797, 3.539744)
H (-6.636915, -1.236002, -3.343392)
H (-5.716095, 1.402370, -4.633225)
H (5.367512, -3.764544, 2.678941)
C (-0.349917, -6.412991, 6.805020)
H (1.723891, 1.326613, -3.311424)
C (-5.786961, 0.749808, -1.420835)
C (4.868696, -3.161129, -3.962552)
O (5.161499, -1.326374, 3.675291)
H (-8.723329, 9.912156, -1.745066)
H (7.596965, -3.218486, -2.676322)
H (4.917960, -2.063465, 4.239401)
C (-7.644783, 10.105592, -1.746882)
H (4.244339, -4.752377, 6.820060)
O (-8.405485, 6.795105, 0.296873)
H (-2.874931, 2.772092, -3.213009)
H (-1.959721, -3.800418, 5.655494)
C (4.203680, -0.099434, 1.831358)
C (4.464116, 3.127892, -0.875474)
H (5.100798, 0.510505, 1.919487)
O (-4.355901, -2.443329, -2.827531)
H (-8.073374, 7.193973, -1.719431)
N (4.793357, -1.386456, -1.644103)
H (3.326789, 0.524261, 1.673724)
C (1.480011, 2.136571, -2.614334)
C (4.162840, -3.165517, -0.163704)
H (-4.400414, 4.537974, -1.254141)
H (4.268155, -5.621479, -3.163641)
C (5.082218, 0.842047, -0.843347)
H (3.484380, 1.721180, 0.115091)
C (6.183106, -2.406384, -4.135702)
H (4.366528, -6.407890, 2.582868)
H (4.304146, -3.076365, 6.192957)
H (3.680835, 3.850917, -0.669761)
H (7.894524, -5.178251, 2.450208)
H (-7.090443, 1.527115, -3.522985)
H (2.845849, -3.992416, 3.959071)
O (-6.961351, 9.190899, -0.919664)
H (8.281804, -2.762776, -4.209841)
H (-5.709392, 2.657984, -3.371756)
C (-7.504957, 9.093022, 0.386632)
O (-2.138453, 3.740334, -1.624635)
H (3.635070, 0.028386, 3.861637)
H (-8.537864, 9.456959, 0.406260)
H (1.636312, -5.907188, 3.347131)
O (-0.631784, -5.049148, 6.537972)
O (-5.753721, 6.106989, -1.118207)
C (-1.946474, 3.292647, -2.962691)
C (-1.070908, 5.977963, -1.593711)
H (6.201811, -1.454364, -3.622293)
C (-1.913644, -4.835505, 5.990258)
C (7.122404, -4.724930, 1.831556)
C (-1.184134, 6.971794, -3.735111)
H (-6.025645, -0.504932, 0.257328)
H (-3.857178, 5.998106, -0.409278)
C (4.503171, -2.709210, -1.446450)
O (-6.849068, -1.476388, -1.286159)
H (-2.696698, -5.001873, 6.738526)
C (4.731083, -5.686642, 1.855227)
H (-5.804566, -3.610763, -3.682297)
O (1.404481, -6.816785, 5.115153)
H (-2.070206, 6.421605, -1.560806)
C (-8.158463, 6.352512, -1.029561)
O (2.485284, -4.051597, 5.974567)
H (1.205777, 1.714720, -1.641878)
H (1.263776, -7.770071, 6.868130)
N (4.059707, -2.332100, 0.917268)
C (5.754469, -4.767629, 2.540595)
H (3.586918, -5.374047, 4.809647)
C (3.961787, -0.757317, 3.172336)
H (7.113013, -5.304212, 0.908301)
H (-4.838772, -1.116918, -0.882961)
H (-0.913543, 7.991760, -3.439968)
H (5.469991, 0.896294, -1.857375)
C (-6.727843, -2.021792, -2.591475)
O (-0.550493, 6.017814, -2.910879)
C (-0.815859, 2.305440, -3.147858)
C (4.329870, -1.082760, 0.681974)
H (4.037781, -2.584670, -4.371733)
N (3.942992, 1.752968, -0.785165)
H (7.376124, -4.243069, -4.133277)
H (-6.457850, 7.261943, 0.865538)
C (2.693369, -4.740207, 4.749862)
H (-1.007874, -7.067638, 6.223509)
H (-4.992317, 4.905590, 0.395416)
H (4.931606, 3.306567, -1.838818)
C (4.724468, -0.599623, -0.608027)
H (6.275309, -2.171424, -5.198146)
H (5.225424, 3.291375, -0.101732)
C (1.091184, -6.756549, 6.497093)
H (-7.679398, -2.528568, -2.767729)
H (-5.092222, 1.374233, -0.842658)
H (-2.273755, 6.859517, -3.705805)
C (-6.984343, 5.409860, -1.176434)
C (1.504924, -5.600184, 4.387144)
H (-3.562272, -3.590436, -1.291771)
H (-7.273629, 9.971755, -2.761812)
C (-7.468914, 7.671233, 0.903385)
H (-6.787241, 1.192442, -1.359478)
H (-0.934638, 1.811287, -4.121613)
H (-9.057601, 5.797343, -1.307004)
H (-0.847551, 6.798498, -4.756060)
O (0.443928, 2.951190, -3.127813)
C (3.894795, -4.550230, 0.009277)
C (-3.321580, -3.244362, -2.303650)
C (7.410112, -3.226500, -3.748176)
H (3.147774, -1.477585, 3.122305)
H (7.046229, -2.888419, 0.646895)
C (-5.813817, -0.632510, -0.807218)
H (-6.900246, 9.721539, 1.054136)
H (-2.088590, -5.486211, 5.126243)
C (3.921561, -5.418113, -1.048553)
H (3.400426, -3.451120, 7.676813)
H (0.577071, -5.028266, 4.439805)
H (5.915179, 1.134283, -0.186873)
H (-7.035114, 4.648859, -0.388392)
C (-4.703028, 5.334308, -0.572337)
H (3.697625, -6.460500, -0.883924)
O (-5.332681, 0.716856, -2.764539)
H (-1.855384, 4.133905, -3.651421)
C (4.536276, -3.603566, -2.552392)
H (-1.391628, 4.632321, 0.005093)
H (8.648259, -3.393766, 1.131167)
H (-2.423981, -2.630296, -2.251265)
C (7.613484, -3.323656, 1.466871)
H (-7.052385, 4.909224, -2.152765)
C (-1.129289, 4.562694, -1.054726)
H (-0.531137, -6.594731, 7.872941)
H (4.949743, -4.058927, -4.572031)
C (3.673950, -3.824967, 6.691603)
H (-0.872638, 1.545624, -2.359176)
H (7.605287, -2.643929, 2.315102)
H (-0.406142, 6.567643, -0.947497)
C (-6.002434, 1.627509, -3.606849)
H (5.284208, -6.259344, 1.112071)
O (3.619954, -4.998242, 1.285671)
H (-7.457778, 11.139037, -1.433893)
H (-0.150875, 4.082342, -1.109280)
H (2.355358, 2.759072, -2.480739)
C (-5.633012, -3.053807, -2.751281)
H (1.777540, -6.098974, 7.033739)

Forces on the atoms, in the same order (eV/Å):
0.085 0.547 0.361
-0.001 0.002 0.015
0.012 -0.061 0.076
-0.038 -0.003 -0.011
-0.087 0.044 0.152
0.186 0.004 -0.006
0.070 0.014 0.020
-0.245 0.167 -0.182
0.004 0.215 0.192
0.035 -0.092 0.116
0.282 0.072 -0.065
0.056 0.223 0.417
-0.006 -0.139 -0.214
-0.012 0.055 0.023
-0.146 -0.263 0.132
0.079 -0.088 0.062
0.144 -0.023 0.047
0.061 0.035 -0.046
-0.035 -0.001 0.011
0.010 -0.043 0.059
0.007 0.018 0.061
-0.126 -0.866 0.236
0.052 -0.294 0.562
-0.002 0.250 -0.153
-0.040 0.097 0.288
0.186 0.017 0.008
-0.161 -0.201 0.255
0.022 0.310 -0.186
-0.223 0.122 -0.281
-0.239 -0.535 0.247
0.065 -0.085 0.079
-0.016 -0.093 -0.118
-0.092 -0.178 -0.146
-0.026 -0.372 0.041
0.258 -0.244 -0.486
-0.495 0.061 -0.024
0.101 -0.044 0.049
-0.211 0.053 -0.320
-0.032 -0.160 0.159
-0.003 0.046 0.041
0.082 -0.156 -0.162
-0.247 -0.177 -0.098
0.160 0.010 0.050
-0.127 0.056 -0.054
0.266 0.068 -0.066
0.185 0.041 -0.071
-0.026 0.056 0.051
-0.020 -0.019 -0.028
0.036 -0.016 0.011
0.055 -0.066 -0.306
-0.052 0.111 0.338
-0.238 -0.055 -0.058
0.285 0.004 -0.087
-0.182 0.081 0.194
0.079 0.050 0.117
0.182 0.573 -0.143
0.136 -0.040 0.039
-0.040 -0.001 -0.009
0.001 0.029 -0.055
-0.016 0.194 -0.344
-0.031 -0.007 0.007
-0.063 -0.041 -0.067
0.528 0.105 0.628
-0.125 -0.101 0.073
0.019 -0.026 -0.024
-0.023 0.003 -0.038
-0.113 0.008 -0.049
0.014 -0.283 0.170
0.016 -0.062 -0.016
-0.012 -0.012 -0.031
0.200 0.039 -0.784
0.474 -0.449 0.024
0.005 0.000 0.028
-0.089 0.473 0.463
-0.159 -0.175 -0.047
0.041 0.064 -0.178
-0.093 0.037 -0.018
0.074 -0.034 -0.120
-0.109 0.025 -0.035
-0.247 -0.138 -0.091
0.178 0.110 -0.178
0.057 0.462 0.581
-0.018 0.171 0.038
0.479 0.688 0.107
-0.153 -0.188 0.139
0.044 0.077 -0.177
-0.052 0.280 0.031
0.004 0.011 -0.039
-0.002 -0.054 -0.030
-0.130 0.055 -0.197
-0.045 -0.063 -0.342
-0.074 0.017 -0.106
0.182 0.099 -0.060
0.081 -0.071 0.033
0.001 -0.014 0.043
-0.122 0.034 0.124
-0.009 0.059 0.026
0.171 0.101 -0.172
-0.086 -0.037 -0.138
-0.003 -0.061 -0.021
0.057 0.020 0.021
0.022 -0.058 0.105
-0.026 -0.023 -0.028
-0.146 -0.122 0.071
-0.003 -0.014 0.046
0.061 0.012 0.021
-0.055 0.035 0.305
-0.076 -0.076 0.505
-0.012 0.056 -0.125
0.266 0.526 -0.179
0.059 -0.236 -0.172
-0.224 0.105 0.013
0.024 -0.051 0.110
-0.137 0.009 0.126
-0.046 -0.027 0.027
0.049 0.471 -0.014
-0.011 0.073 -0.034
0.047 0.106 0.145
-0.080 0.062 0.233
-0.008 -0.004 0.009
-0.203 0.035 -0.115
-0.008 -0.117 0.026
-0.274 -0.197 -0.099
0.207 0.016 0.013
0.060 -0.529 -0.280
-0.039 0.019 -0.017
0.083 0.070 -0.088
-0.002 0.004 -0.066
0.313 -0.193 -0.054
-0.126 -0.119 0.060
-0.026 -0.059 0.145
-0.017 -0.184 -0.028
-0.133 -0.161 -0.078
-0.138 0.055 -0.057
-0.020 -0.011 0.001
-0.182 0.085 0.102
-0.136 0.013 0.138
0.196 0.031 0.070
-0.295 -0.126 -0.349
0.126 -0.304 -0.389
-0.095 0.030 -0.022
0.048 0.063 -0.170
0.035 0.057 -0.074
0.153 0.079 -0.179
-0.103 0.164 -0.024



DFT (ωB97M-V/def2-TZVPD) results for the ion C9H18N4 with charge +2 in a non-equilibrium geometry.

Calculated values
Highest occupied orbital energy (alpha / beta): -11.866 / -15.678 eV
Total charge: +2
Largest force on an atom: 7.57 eV/A
Energy: -15562.4791 eV
Spin multiplicity: 3

Atoms and positions in Å:
C (-1.615902, -0.761553, -1.425675)
C (1.946323, -1.042501, -1.141531)
H (-1.881901, 1.291347, -1.070478)
H (1.730919, 2.678163, 1.905866)
H (-2.158116, -0.752298, -2.446755)
H (0.266323, 2.506242, 2.054207)
C (-1.707819, -1.063791, 1.024592)
H (-0.696813, -1.522299, 0.936787)
H (-2.960760, -1.974578, -0.532821)
H (-2.208386, 1.064570, 1.464964)
H (1.632390, -2.923257, 1.567307)
H (-3.213640, -0.482152, -0.017775)
N (1.424427, -1.555925, 0.020692)
H (-0.875071, -1.674621, -1.542125)
C (-1.069202, 0.569286, -1.092543)
H (-0.835375, 0.474582, 2.301744)
C (0.818020, 1.479562, 0.271115)
H (2.425560, 2.177694, -0.629501)
C (1.797374, 1.357802, -0.602506)
H (-0.363032, 1.016728, -1.893855)
H (2.563278, 0.503741, -2.418420)
H (-2.250891, -1.586044, 1.812351)
H (0.849777, 3.520917, 0.713904)
N (-2.438901, -1.145575, -0.327842)
C (-1.314200, 0.427891, 1.316669)
H (2.396730, -1.758517, -1.852048)
C (2.056455, -2.305877, 0.828254)
N (0.865136, 2.645993, 1.286470)
N (-0.445231, 0.819874, 0.147673)
H (3.230336, -2.223534, 0.830446)
C (2.032205, 0.238140, -1.489179)

Forces on the atoms, in the same order (eV/Å):
1.731 -2.216 -2.969
-0.719 -5.999 0.935
-0.885 -0.062 -0.641
-0.253 -0.197 -1.707
0.469 0.219 1.891
-2.380 0.459 0.553
2.163 -0.176 0.208
-0.889 -0.238 -0.333
-0.001 -1.283 0.297
0.207 0.002 -0.622
-0.903 -0.485 0.794
0.681 -0.364 -1.644
0.076 0.469 -0.928
-0.961 2.140 0.323
1.427 3.374 -2.715
0.437 -0.289 -0.420
-4.672 -1.740 4.087
1.399 1.733 -0.940
2.085 -2.704 -4.020
-1.214 -1.195 0.989
-0.040 -0.350 0.685
-0.352 0.297 -0.238
-0.600 -0.166 1.178
-2.640 1.373 3.564
-0.258 -0.544 -0.961
-0.293 0.137 0.648
3.738 0.942 -0.671
2.907 -0.644 -1.361
1.255 0.617 3.534
-2.186 -0.628 -0.094
0.672 7.518 0.579



DFT (ωB97M-V/def2-TZVPD) results for the molecule C4H4FNS in a non-equilibrium geometry.

Calculated values
SMILES: Fc1c[nH]cc1S
Highest occupied orbital energy: -8.030 eV
Total charge: 0
Largest force on an atom: 2.11 eV/A
Energy: -19254.8185 eV

Atoms and positions in Å:
N (-0.132105, 0.791372, -1.287737)
H (0.728898, -1.652771, 2.444333)
H (-2.147823, 1.014499, -0.616479)
C (-0.786036, -0.105990, 0.627129)
C (0.943509, 0.114377, -0.802253)
H (-0.137658, 1.263728, -2.183545)
S (1.658638, -1.387298, 1.459566)
H (1.961643, 0.166614, -1.325649)
F (-1.465590, -0.320562, 1.756526)
C (-1.218282, 0.596882, -0.463859)
C (0.594806, -0.480850, 0.391968)

Forces on the atoms, in the same order (eV/Å):
-0.450 -0.212 -0.377
0.577 0.260 -0.799
-1.636 0.874 -0.470
1.478 -0.063 -1.001
1.951 -0.129 -0.338
-0.166 -0.247 0.415
-0.557 -0.200 0.664
-1.882 -0.210 0.933
-0.076 -0.335 -0.102
1.584 -0.280 0.768
-0.824 0.542 0.306